Record 1
The following is a DFT calculation (the ωB97M-V functional and the def2-TZVPD basis) of a 2-piece molecular cluster, C22H37ClN2O4PS2 overall at a distorted geometry.

Calculated values
HOMO (Eh): -0.3832
Total charge: +1
Gap between HOMO and LUMO (Eh): 0.201

```
69
Properties=species:S:1:pos:R:3:forces:R:3
C 7.581 -3.074 0.891 -0.1 -0.6 -1.0
C 6.353 -2.265 0.111 1.1 0.2 0.5
C 5.726 -1.213 1.211 -1.3 -0.5 -0.6
C 4.056 -1.207 1.193 0.6 -0.8 0.0
C 3.428 0.000 2.122 -0.4 0.2 -0.5
C 2.911 1.242 1.173 -0.8 2.8 -2.5
C 3.763 1.629 -0.197 -2.4 0.6 1.7
N 3.381 2.737 -1.153 -3.0 -0.8 4.2
C 2.138 3.549 -0.863 -0.3 -1.5 1.8
C 1.129 3.299 0.446 4.2 -3.9 -0.7
P -0.408 4.428 0.544 -0.4 1.4 0.4
O -1.198 4.372 2.095 -0.5 -1.4 -3.0
Cl -1.806 3.597 -0.852 0.9 -0.2 1.1
C 1.542 2.123 1.511 1.9 0.6 -2.6
C 0.638 1.838 2.849 0.5 -0.3 0.6
C -0.808 1.106 2.561 -0.6 0.1 1.1
C -0.802 -0.482 3.077 -0.3 0.9 0.5
S -1.662 -1.552 1.802 -1.1 0.4 0.3
C -3.525 -1.543 2.221 -0.8 0.3 1.3
S -3.968 -1.887 3.825 0.6 0.9 -2.8
N -4.453 -1.260 1.062 0.5 -1.4 3.4
C -5.773 -0.660 1.487 -1.7 1.2 -1.5
C -6.169 0.450 0.301 0.4 1.0 0.6
C -4.607 -2.580 0.338 1.6 -0.8 -1.8
C -4.322 -2.292 -1.260 -0.6 -0.5 -0.3
H 7.143 -4.049 1.404 1.0 2.3 -0.8
H 8.351 -3.464 0.079 -1.5 0.8 1.8
H 8.154 -2.372 1.650 -1.3 -1.5 -1.6
H 5.565 -3.023 -0.327 1.5 1.6 1.0
H 6.846 -1.682 -0.796 -1.2 -1.1 1.9
H 6.038 -1.578 2.282 -0.5 1.1 -2.1
H 6.095 -0.128 0.960 -0.5 -2.1 0.8
H 3.688 -2.253 1.635 0.8 2.4 -0.9
H 3.667 -1.186 0.066 0.7 0.2 2.5
H 4.203 0.439 2.914 -1.6 -1.0 -1.9
H 2.520 -0.452 2.744 1.8 1.3 -1.5
H 4.723 0.990 -0.457 -2.2 1.6 0.5
H 3.982 2.944 -2.006 -1.2 -0.3 1.6
H 1.869 4.399 -1.656 0.8 -2.1 2.0
H -2.165 4.147 1.879 1.8 0.3 0.7
H 1.231 1.106 3.582 -1.0 1.7 -1.8
H 0.456 2.825 3.494 0.6 -1.9 -1.9
H -1.603 1.644 3.271 1.8 -1.0 -1.7
H -1.197 1.220 1.464 1.0 -0.4 2.0
H 0.275 -0.916 3.223 -2.0 0.8 -0.5
H -1.355 -0.548 4.113 1.1 0.0 -2.1
H -6.665 -1.452 1.458 2.1 1.5 0.6
H -5.747 -0.049 2.484 0.2 -1.7 -1.8
H -6.222 1.523 0.820 0.0 -2.3 -1.2
H -7.210 0.239 -0.193 2.1 0.3 0.9
H -5.298 0.535 -0.493 -2.0 -0.4 1.5
H -5.640 -3.111 0.484 2.0 1.1 0.1
H -3.727 -3.281 0.737 -2.1 1.2 -0.9
H -5.358 -2.197 -1.841 2.3 0.0 1.2
H -3.719 -3.151 -1.797 -1.3 1.8 1.4
H -3.712 -1.297 -1.362 -1.2 -2.0 0.2
C -1.912 1.846 -4.733 -0.4 0.1 -0.1
C -1.486 0.624 -3.946 -0.1 1.3 -0.4
C -0.354 -0.134 -4.570 0.8 0.2 -0.2
O -0.558 -1.446 -4.075 -0.8 -0.3 0.3
C -1.899 -1.563 -3.835 -1.3 -2.3 0.5
O -2.466 -2.611 -3.583 1.5 2.4 -0.8
O -2.520 -0.347 -3.921 0.3 -1.1 0.1
H -1.152 2.632 -4.681 -0.1 -0.1 0.0
H -2.086 1.599 -5.786 0.1 0.0 0.2
H -2.857 2.242 -4.345 0.2 0.0 0.0
H -1.264 0.903 -2.908 0.1 -0.1 0.0
H 0.624 0.247 -4.266 -0.1 -0.2 0.0
H -0.401 -0.168 -5.665 -0.1 0.2 0.1
```
Forces are in eV/Å.


Record 2
The following is a DFT calculation (the ωB97M-V functional and the def2-TZVPD basis) of the molecule C3H8N2O2 at a distorted geometry.

Calculated values
SMILES: NC(=O)NCCO
HOMO (Eh): -0.3419
Gap between HOMO and LUMO (Eh): 0.366

```
15
Properties=species:S:1:pos:R:3:forces:R:3
C -0.850 0.227 0.062 -0.6 1.2 -0.1
C -0.496 1.611 0.669 0.9 -0.3 0.1
O 0.542 2.283 -0.067 -0.8 0.0 0.0
N 0.144 -0.285 -0.820 0.9 -1.2 0.1
C 0.652 -1.576 -0.790 -0.2 0.1 0.1
N 0.670 -2.177 0.455 -0.2 -0.1 0.0
O 1.036 -2.159 -1.783 0.2 0.2 0.0
H -1.805 0.370 -0.464 0.1 -0.2 -0.2
H -1.065 -0.479 0.852 0.1 -0.2 0.1
H -0.090 1.505 1.678 -0.1 0.0 0.0
H -1.401 2.216 0.715 0.0 0.1 0.1
H 0.093 2.855 -0.698 0.3 0.1 -0.1
H 0.590 0.268 -1.530 -0.5 0.3 -0.1
H 0.824 -1.601 1.266 0.0 0.0 0.0
H 1.156 -3.058 0.455 0.0 0.0 0.0
```
Forces are in eV/Å.


Record 3
The following is a DFT calculation (the ωB97M-V functional and the def2-TZVPD basis) of C25H32AsF6N7O7PRuS3 as an isolated structure.

Calculated values
HOMO (spin up / spin down) (Eh): -0.5378 / -0.5463
Total charge: +2
Spin multiplicity: 6
Gap between HOMO and LUMO (spin up / spin down) (Eh): 0.299 / 0.218

```
83
Properties=species:S:1:pos:R:3:forces:R:3
Ru -0.934 -1.806 0.750 -0.1 0.1 0.3
S -0.812 -2.260 3.491 0.0 -0.1 -0.1
C -2.044 -3.294 2.881 0.1 0.1 0.0
C -2.674 -4.264 3.647 0.0 0.0 0.0
C -3.721 -4.980 3.080 0.0 0.0 0.0
C -4.119 -4.683 1.787 0.0 0.0 0.1
C -3.421 -3.723 1.065 0.0 0.1 0.0
N -2.384 -3.068 1.582 -0.1 -0.1 -0.1
H -2.343 -4.435 4.661 0.0 0.0 0.0
H -4.231 -5.744 3.650 0.0 0.0 0.0
H -4.956 -5.190 1.329 0.0 0.0 0.0
H -3.705 -3.464 0.053 0.0 0.0 0.0
F 0.656 -3.334 1.316 0.1 -0.2 0.0
As 1.859 -4.485 2.267 -0.2 -0.1 0.0
F 2.900 -5.499 3.115 0.0 0.0 0.0
F 1.436 -5.625 1.047 0.0 0.0 0.0
F 3.077 -3.831 1.251 -0.1 0.1 -0.1
F 0.459 -4.975 3.168 0.0 0.2 -0.1
F 2.027 -3.131 3.331 0.0 0.1 0.0
C -0.487 5.354 -2.875 0.0 0.0 0.0
C 0.196 4.734 -1.664 -0.1 0.0 0.0
S -0.726 3.409 -0.938 0.1 0.1 0.1
O -1.175 2.497 -1.973 0.0 -0.1 0.0
O 0.028 2.842 0.164 0.0 0.0 0.0
C -2.170 4.175 -0.230 0.0 0.0 0.1
C -3.222 3.147 0.174 -0.1 0.0 0.0
N -2.695 2.029 0.978 0.1 0.0 0.0
C -2.520 0.783 0.515 -0.2 -0.1 0.0
N -1.912 0.016 1.430 0.1 0.1 -0.3
C -1.673 0.812 2.521 0.0 0.0 0.0
C -2.151 2.045 2.247 0.0 -0.1 0.0
N -2.147 3.175 3.143 0.0 -0.1 0.0
O -1.627 2.992 4.215 0.1 0.0 0.1
O -2.674 4.197 2.757 0.0 0.1 -0.1
C -3.011 0.287 -0.797 0.0 0.0 -0.1
H 0.255 5.898 -3.456 0.0 0.0 0.0
H -1.265 6.059 -2.585 0.0 0.0 0.0
H -0.916 4.587 -3.518 0.0 0.0 0.0
H 0.370 5.447 -0.855 0.1 0.0 0.0
H 1.150 4.268 -1.921 0.1 0.0 0.0
H -2.607 4.840 -0.974 0.0 0.0 0.0
H -1.824 4.757 0.622 0.0 0.0 0.0
H -3.666 2.697 -0.710 0.0 0.0 0.0
H -3.999 3.652 0.744 0.0 -0.1 0.0
H -1.201 0.479 3.428 0.0 0.0 0.0
H -4.098 0.370 -0.858 0.0 0.0 0.0
H -2.758 -0.773 -0.898 0.0 0.0 0.0
H -2.566 0.843 -1.623 0.0 0.0 0.0
C -1.187 -2.554 -2.733 -0.1 0.0 0.1
P -0.525 -3.249 -1.190 0.0 0.1 -0.2
C -1.268 -4.894 -1.081 0.1 0.0 0.1
C 1.212 -3.584 -1.539 0.0 0.1 0.1
H -1.070 -3.302 -3.519 0.0 0.0 0.0
H -0.635 -1.666 -3.030 0.0 0.1 0.0
H -2.245 -2.309 -2.647 0.0 0.0 0.0
H -0.861 -5.488 -1.902 0.0 0.0 0.0
H -2.350 -4.863 -1.182 0.0 0.0 0.0
H -0.986 -5.368 -0.140 0.0 0.0 0.0
H 1.275 -3.955 -2.563 0.0 0.0 0.0
H 1.578 -4.342 -0.850 0.0 0.0 0.0
H 1.830 -2.693 -1.433 0.0 0.0 0.0
O 3.938 3.997 -4.145 0.0 0.0 0.0
S 4.469 4.897 -3.169 0.1 0.3 -0.1
O 3.542 5.541 -2.267 0.0 -0.1 -0.1
O 5.757 5.475 -3.360 -0.1 0.0 0.0
C 4.947 3.456 -1.679 0.0 -0.4 0.3
N 6.097 3.539 -1.130 0.0 0.1 -0.1
C 6.320 2.622 -0.180 0.0 0.0 0.1
C 5.339 1.697 0.155 0.0 -0.1 -0.1
C 4.135 1.750 -0.537 0.0 0.1 0.1
N 3.940 2.673 -1.489 -0.1 0.0 -0.1
C 2.964 0.873 -0.269 0.0 0.0 -0.1
C 2.823 0.149 0.907 0.0 0.1 0.1
C 1.667 -0.566 1.124 0.1 -0.1 0.1
N 0.674 -0.620 0.219 0.2 -0.1 0.0
C 0.817 0.062 -0.929 -0.2 0.2 0.0
C 1.931 0.816 -1.203 0.1 0.0 0.0
H 7.284 2.647 0.312 0.0 0.0 0.0
H 5.533 0.965 0.925 0.0 0.0 0.0
H 3.572 0.159 1.686 0.0 0.0 0.0
H 1.537 -1.136 2.035 0.0 0.0 0.0
H -0.026 0.062 -1.605 0.0 -0.1 -0.1
H 1.996 1.382 -2.122 0.0 0.0 0.0
```
Forces are in eV/Å.


Record 4
The following is a DFT calculation (the ωB97M-V functional and the def2-TZVPD basis) of the molecule C4H11BN2 at a distorted geometry.

Calculated values
SMILES: CB1NCCN1C
HOMO (Eh): -0.2951
Gap between HOMO and LUMO (Eh): 0.324

```
18
Properties=species:S:1:pos:R:3:forces:R:3
B -0.365 -0.751 -0.032 -1.0 -1.2 0.1
C 1.898 -0.305 0.173 1.2 0.3 2.4
C 1.240 0.918 -0.320 -2.9 -0.1 1.9
C -1.667 -1.623 -0.189 -1.0 1.7 2.8
C -1.052 1.794 0.286 0.3 -0.5 -2.2
N 0.912 -1.356 -0.017 2.3 -1.7 0.3
N -0.207 0.643 -0.062 0.0 1.2 1.3
H 2.806 -0.398 -0.354 1.1 -0.8 -0.8
H 2.259 -0.110 1.267 -0.9 -0.7 -1.3
H 1.470 1.838 0.166 0.7 0.6 0.2
H 1.242 0.983 -1.339 1.0 0.5 -2.9
H -2.555 -1.201 0.452 1.3 -0.8 -1.7
H -1.556 -2.642 0.073 0.4 -1.1 0.9
H -1.824 -1.734 -1.213 -1.1 0.5 -1.9
H -1.473 2.199 -0.667 0.3 0.3 0.7
H -1.892 1.538 0.880 -0.7 -0.6 0.6
H -0.504 2.567 0.820 0.2 0.0 -0.1
H 1.267 -2.360 0.076 -1.3 2.3 -0.2
```
Forces are in eV/Å.


Record 5
The following is a DFT calculation (the ωB97M-V functional and the def2-TZVPD basis) of C28H33N4OPtS2Te as an isolated structure.

Calculated values
HOMO (spin up / spin down) (Eh): -0.2211 / -0.2872
Spin multiplicity: 4
Gap between HOMO and LUMO (spin up / spin down) (Eh): 0.237 / 0.201

```
70
Properties=species:S:1:pos:R:3:forces:R:3
Pt -0.076 -2.178 -2.432 -0.1 -0.8 0.2
C 0.598 1.706 -5.841 0.0 0.0 0.0
S 1.913 0.477 -5.796 0.0 0.0 0.0
C 1.272 -0.716 -4.682 -0.1 -0.2 0.1
S -0.247 -0.440 -3.819 0.1 0.4 -0.2
N 1.945 -1.803 -4.555 0.1 0.1 -0.1
N 1.438 -2.653 -3.627 -0.1 0.0 -0.2
C 1.929 -3.892 -3.530 -0.1 0.1 0.1
C 1.274 -4.737 -2.631 0.0 0.0 0.0
C 1.642 -6.078 -2.374 0.0 0.0 0.0
C 0.854 -6.858 -1.579 0.0 0.0 0.0
C -0.328 -6.318 -1.035 0.0 0.0 0.0
C -0.631 -5.002 -1.276 0.0 -0.1 0.0
N 0.157 -4.204 -2.014 0.1 0.1 0.1
H 0.937 2.460 -6.550 0.0 0.0 0.0
H 0.451 2.174 -4.870 0.0 0.0 0.0
H -0.338 1.282 -6.198 0.0 0.0 0.0
H 2.774 -4.180 -4.139 0.0 0.0 0.0
H 2.540 -6.466 -2.836 0.0 0.0 0.0
H 1.125 -7.888 -1.384 0.0 0.0 0.0
H -0.999 -6.917 -0.436 0.0 0.0 0.0
H -1.536 -4.555 -0.894 0.0 0.0 0.0
C -2.247 -2.071 1.299 0.0 0.1 0.0
C -2.164 -2.282 -0.193 -0.4 -0.2 -0.1
O -3.000 -2.961 -0.784 0.1 0.0 0.1
N -1.148 -1.699 -0.882 0.3 0.1 0.2
Te 0.201 0.250 0.023 0.1 0.4 -0.2
C 1.617 1.289 1.275 0.0 -0.1 0.1
C 1.696 2.683 1.207 -0.1 0.0 0.0
C 0.797 3.518 0.333 0.0 0.0 0.0
C 2.637 3.333 2.005 0.0 0.0 0.0
C 3.496 2.641 2.845 0.0 0.0 0.0
C 4.487 3.366 3.714 0.0 0.0 0.0
C 3.413 1.253 2.870 0.0 0.0 0.0
C 2.488 0.566 2.098 0.0 -0.1 -0.1
C 2.455 -0.940 2.147 0.0 0.0 0.0
C -1.495 1.264 0.784 -0.1 0.0 -0.1
C -2.404 1.783 -0.151 0.1 0.0 0.1
C -2.240 1.570 -1.630 0.0 0.0 0.0
C -3.494 2.513 0.309 0.0 0.0 0.1
C -3.707 2.733 1.663 0.0 0.0 0.0
C -4.904 3.507 2.145 0.0 0.0 0.0
C -2.808 2.187 2.567 0.0 0.0 0.0
C -1.704 1.446 2.157 0.1 0.0 0.0
C -0.795 0.867 3.207 0.0 0.0 0.1
H -2.937 -2.799 1.718 0.0 0.0 0.0
H -2.625 -1.067 1.504 0.0 0.0 0.0
H -1.264 -2.163 1.760 0.0 0.0 0.0
H 0.622 3.042 -0.634 0.0 0.0 0.0
H 1.243 4.496 0.155 0.0 0.0 0.0
H -0.178 3.670 0.802 0.0 0.0 0.0
H 2.701 4.415 1.955 0.0 0.0 0.0
H 4.635 4.391 3.375 0.0 0.0 0.0
H 5.454 2.862 3.712 0.0 0.0 0.0
H 4.140 3.404 4.749 0.0 0.0 0.0
H 4.090 0.690 3.506 0.0 0.0 0.0
H 3.155 -1.320 2.890 0.0 0.0 0.0
H 2.725 -1.374 1.181 0.0 0.0 0.0
H 1.459 -1.311 2.396 0.0 0.0 0.0
H -1.341 2.061 -2.011 0.0 0.0 0.0
H -3.099 1.961 -2.174 0.0 0.0 0.0
H -2.151 0.508 -1.864 0.0 0.0 0.0
H -4.196 2.915 -0.413 0.0 0.0 0.0
H -5.340 4.100 1.342 0.0 0.0 0.0
H -4.637 4.178 2.961 0.0 0.0 0.0
H -5.676 2.830 2.516 0.0 0.0 0.0
H -2.972 2.334 3.630 0.0 0.0 0.0
H -1.307 0.814 4.167 0.0 0.0 0.0
H 0.105 1.470 3.334 0.0 0.0 0.0
H -0.475 -0.141 2.936 0.0 0.0 0.0
```
Forces are in eV/Å.